[1]
C28H47AsN2O4SSi3Sr as an isolated structure, computed with ωB97M-V/def2-TZVPD.

Structure (XYZ):
```
87
Properties=species:S:1:pos:R:3:forces:R:3:lowdin_charge:R:1
Sr -1.033 -0.740 1.066 2.8 -1.0 2.0 1.316
C 2.139 -2.344 1.922 0.0 0.0 0.0 -0.082
O 1.316 -2.484 0.765 0.0 0.0 0.1 -0.262
C 0.933 -3.840 0.545 0.2 0.1 0.0 -0.186
C -0.283 -4.209 1.353 -0.2 -0.1 0.1 -0.194
O -1.428 -3.498 0.915 -0.1 0.2 -0.2 -0.261
C -2.043 -4.063 -0.242 0.1 0.0 0.1 -0.066
H 2.975 -3.047 1.876 0.0 0.0 0.0 0.097
H 1.568 -2.508 2.840 0.0 0.0 0.0 0.087
H 2.525 -1.329 1.934 0.0 0.0 0.0 0.076
H 1.767 -4.510 0.784 0.0 0.0 0.0 0.132
H 0.733 -3.937 -0.521 0.0 0.0 0.0 0.110
H -0.149 -3.944 2.403 0.0 0.0 0.0 0.119
H -0.458 -5.289 1.295 0.0 0.0 0.0 0.134
H -2.265 -5.117 -0.055 0.0 0.0 0.0 0.096
H -1.401 -3.980 -1.125 0.0 0.0 0.0 0.081
H -2.957 -3.510 -0.439 0.0 0.0 0.0 0.077
O -4.271 -1.483 -0.696 -0.1 -0.1 -0.1 0.053
C -3.336 -0.727 -0.487 0.0 0.2 -0.4 -0.656
O -2.107 -0.865 -0.838 -1.8 -0.1 -1.2 -0.359
C -3.652 0.558 0.313 0.1 0.0 0.1 -0.202
C -4.916 1.118 0.220 0.0 0.0 0.0 0.006
C -5.179 2.279 0.924 -0.1 0.0 0.0 -0.043
C -4.192 2.821 1.735 0.0 0.0 0.0 -0.052
C -2.971 2.181 1.803 0.1 -0.2 -0.1 -0.121
N -2.688 1.083 1.093 -0.9 0.5 -0.3 -0.023
H -5.655 0.632 -0.400 0.0 0.0 0.0 0.123
H -6.149 2.754 0.853 0.0 0.0 0.0 0.111
H -4.364 3.718 2.314 0.0 0.0 0.0 0.107
H -2.180 2.554 2.444 0.0 0.0 0.0 0.116
S -0.676 -1.790 6.071 0.0 0.0 0.1 0.973
C -1.944 -2.784 5.510 0.0 0.0 -0.1 -0.450
C -2.171 -2.604 4.177 0.1 0.0 -0.1 -0.254
C -1.321 -1.641 3.518 -0.3 -0.2 0.3 -0.257
C -0.467 -1.132 4.463 0.4 0.4 -0.2 -0.572
C 0.576 -0.118 4.234 -0.2 -0.2 -0.1 -0.306
C 1.360 0.390 5.281 0.0 0.0 0.1 -0.043
C 2.341 1.320 5.026 0.1 0.1 0.1 -0.065
C 2.543 1.758 3.722 0.0 0.0 0.1 -0.065
C 1.728 1.223 2.748 -0.2 -0.1 0.0 -0.162
N 0.774 0.311 2.969 -0.1 0.2 0.1 0.046
H -2.454 -3.447 6.195 0.0 0.0 0.0 0.055
H -2.940 -3.168 3.659 0.0 0.0 0.0 0.085
H 1.187 0.045 6.292 0.0 0.0 0.0 0.081
H 2.945 1.705 5.839 0.0 0.0 0.0 0.108
H 3.302 2.486 3.469 0.0 0.0 0.0 0.101
H 1.850 1.536 1.721 -0.1 0.0 -0.1 0.054
C -1.958 0.377 -3.834 -0.2 -0.2 -0.2 -0.204
Si -0.916 1.670 -3.017 0.3 -0.3 0.5 0.259
C -0.088 2.618 -4.381 0.1 0.2 -0.3 -0.203
C -1.950 2.887 -2.072 -0.2 0.3 0.1 -0.198
As 0.577 0.672 -1.451 0.2 0.4 -0.4 0.838
Si 2.119 2.417 -1.071 -0.4 -0.5 0.0 0.235
C 2.784 3.410 -2.489 0.2 0.2 -0.3 -0.213
C 3.599 1.656 -0.223 0.3 0.0 0.1 -0.230
C 1.227 3.607 0.057 -0.1 0.3 0.2 -0.228
Si 1.755 -0.828 -2.837 -0.4 0.4 0.4 0.234
C 0.575 -2.216 -3.153 -0.2 -0.3 -0.1 -0.200
C 3.226 -1.462 -1.912 0.3 -0.2 0.1 -0.208
C 2.322 -0.137 -4.461 0.1 0.1 -0.3 -0.209
H -2.757 0.898 -4.372 0.0 -0.1 0.0 0.041
H -2.394 -0.343 -3.142 0.0 0.1 0.0 0.020
H -1.369 -0.171 -4.575 -0.1 0.0 0.0 0.023
H -0.897 3.035 -4.994 0.1 0.0 0.0 0.042
H 0.535 1.994 -5.025 -0.1 0.0 0.0 0.017
H 0.521 3.447 -4.022 -0.1 0.0 0.0 0.006
H -2.765 3.237 -2.716 0.0 0.0 0.1 0.042
H -1.345 3.755 -1.793 -0.1 0.0 0.0 0.023
H -2.385 2.476 -1.161 0.0 0.0 0.0 0.008
H 3.113 2.804 -3.334 0.0 0.0 0.0 0.019
H 3.654 3.948 -2.097 0.0 0.0 -0.1 0.040
H 2.068 4.147 -2.854 0.1 0.0 0.0 0.017
H 4.369 1.413 -0.960 0.0 0.0 0.0 0.029
H 3.374 0.740 0.325 0.0 0.0 0.0 0.009
H 4.028 2.381 0.479 0.0 -0.1 0.0 0.037
H 0.653 4.331 -0.529 0.0 0.0 0.0 0.024
H 1.948 4.164 0.665 -0.1 0.0 0.0 0.038
H 0.527 3.108 0.731 0.0 0.0 0.0 0.011
H 0.217 -2.648 -2.216 0.0 0.0 0.0 0.006
H 1.081 -2.995 -3.733 -0.1 0.0 0.0 0.044
H -0.308 -1.886 -3.704 0.1 0.0 0.0 0.019
H 2.971 -1.712 -0.880 0.0 0.0 0.0 0.013
H 4.044 -0.740 -1.907 0.0 0.0 0.0 0.022
H 3.577 -2.372 -2.412 0.1 0.0 0.1 0.041
H 1.496 -0.028 -5.168 0.1 0.0 0.0 0.024
H 3.037 -0.852 -4.883 0.0 0.1 -0.1 0.039
H 2.821 0.830 -4.370 0.0 -0.1 0.0 0.014
```
Forces are in eV/Å.

Values from the calculation:
* energy relative to the best compared isomer or geometry (same formula, charge and spin): 20.0 kcal/mol
* net charge: 0
* E_tot: -5038.92565 a.u.
* F_max: 3.57 eV/A

[2]
C28H47BrCuN2OP2 as an isolated structure, computed with ωB97M-V/def2-TZVPD.

Structure (XYZ):
```
82
Properties=species:S:1:pos:R:3:forces:R:3:lowdin_spin:R:1
N -6.799 4.859 -5.880 0.1 0.0 0.1 0.000
C -6.586 5.262 -4.624 0.6 -0.5 -0.1 0.000
C -5.552 4.743 -3.823 0.0 -0.4 -0.4 0.000
C -4.748 3.680 -4.335 -1.1 0.3 -0.7 0.000
C -4.998 3.265 -5.673 -0.4 0.6 0.5 0.000
C -6.010 3.918 -6.400 0.5 -0.4 0.7 0.000
C -3.698 3.037 -3.541 1.2 -1.4 0.1 0.000
Cu -0.946 0.162 -0.830 1.3 0.7 0.9 0.000
P 4.233 -0.542 -0.740 -1.7 1.1 0.4 0.593
C -3.018 1.897 -3.918 -1.6 0.6 -0.3 0.000
C -1.722 1.501 -3.393 0.6 -0.1 1.2 0.000
C -0.664 1.233 -4.286 0.0 0.4 0.4 0.000
C 0.656 1.574 -3.957 -0.3 0.0 0.6 0.000
C 0.948 2.091 -2.686 -1.3 -0.4 0.2 0.000
C -0.058 2.066 -1.678 -0.1 0.5 -0.8 0.000
C -1.412 1.641 -1.998 0.9 1.9 -1.9 0.000
Br 2.628 2.999 -2.445 -0.9 -0.3 -0.1 0.004
H -3.400 3.533 -2.608 0.0 0.0 -0.5 0.000
H -3.378 1.335 -4.792 0.3 0.4 0.2 0.000
H -5.422 5.177 -2.823 0.1 -0.5 -0.4 0.000
H -4.425 2.460 -6.145 -0.2 0.5 0.2 0.000
H -7.272 6.032 -4.251 0.4 -0.3 -0.1 0.000
H -6.191 3.640 -7.437 0.0 0.1 0.2 0.000
H -0.936 0.898 -5.285 0.3 0.3 0.0 0.000
H -2.280 1.722 -1.327 0.3 0.6 0.1 0.000
H 1.449 1.574 -4.696 -0.2 -0.2 -0.1 0.000
H 0.157 2.622 -0.776 -0.1 -0.3 0.3 0.000
P -0.812 -1.906 -1.155 -0.5 -0.8 -0.5 0.000
C 4.740 1.197 -0.385 0.6 0.1 0.2 0.102
C 6.011 1.672 -1.125 0.1 -0.2 0.0 0.006
H 4.886 1.328 0.706 -0.1 -0.4 -0.5 -0.001
H 3.881 1.841 -0.653 0.1 -0.6 0.0 0.024
H 6.067 2.769 -1.111 -0.1 -0.3 0.0 0.000
H 6.915 1.293 -0.630 -0.3 0.1 -0.2 0.001
H 6.038 1.343 -2.173 -0.1 0.1 0.2 0.001
C 3.539 -0.867 -2.379 0.5 0.0 -0.7 0.092
C 4.453 -1.890 -3.081 0.3 -0.1 -0.3 0.027
H 3.475 0.077 -2.933 0.3 0.0 0.1 0.009
H 2.520 -1.260 -2.339 0.4 0.3 0.5 0.006
H 4.130 -2.072 -4.112 0.0 0.1 0.2 0.001
H 5.482 -1.514 -3.109 -0.1 -0.1 -0.1 0.004
H 4.478 -2.860 -2.563 -0.1 0.3 -0.1 0.002
C 3.035 -1.067 0.533 0.4 -0.3 0.0 0.068
C 3.931 -1.597 1.663 0.2 -0.1 0.4 0.029
H 2.337 -1.841 0.170 0.5 0.3 -0.2 0.000
H 2.414 -0.216 0.833 0.1 0.0 -0.1 0.013
H 3.412 -2.317 2.297 0.0 0.1 0.0 0.002
H 4.813 -2.090 1.229 -0.2 -0.1 0.4 0.012
H 4.295 -0.782 2.295 0.0 -0.1 -0.1 0.000
C -0.696 -2.937 0.328 0.0 -0.3 0.5 0.000
C -1.381 -4.302 0.231 0.1 -0.3 0.1 0.000
H -1.094 -2.347 1.166 0.0 -0.1 -0.3 0.000
H 0.372 -3.052 0.580 -0.2 0.1 -0.3 0.000
H -2.421 -4.251 0.581 0.3 0.0 -0.3 0.000
H -1.363 -4.679 -0.800 -0.1 -0.1 0.2 0.000
H -0.858 -5.036 0.861 -0.2 0.2 -0.2 0.000
C 0.286 -2.641 -2.423 0.5 -0.3 -0.1 0.001
C -0.159 -2.404 -3.875 0.1 -0.1 -0.1 0.000
H 0.460 -3.721 -2.231 -0.3 0.5 0.0 0.000
H 1.264 -2.154 -2.297 -0.5 -0.5 0.1 0.001
H -1.233 -2.572 -3.984 0.2 0.0 -0.2 0.000
H 0.071 -1.384 -4.218 -0.1 -0.3 0.2 0.000
H 0.373 -3.105 -4.532 -0.2 0.2 0.1 0.000
C -2.512 -1.978 -1.870 0.1 -0.7 -0.4 0.000
C -3.637 -1.638 -0.892 -0.3 -0.1 -0.1 0.000
H -2.656 -2.965 -2.329 -0.3 0.2 0.1 0.000
H -2.517 -1.240 -2.690 0.2 -0.3 0.2 0.000
H -4.459 -1.139 -1.423 0.2 -0.2 0.2 0.000
H -4.031 -2.551 -0.435 0.0 0.3 0.1 0.000
H -3.324 -0.954 -0.094 0.1 -0.1 0.0 0.000
C -1.992 0.102 3.153 -0.4 -0.1 0.0 0.000
N -0.661 0.694 3.308 0.2 -0.3 -1.2 0.000
C -0.499 1.780 4.268 0.4 0.4 0.2 0.000
C 0.251 0.525 2.332 -1.1 0.0 -0.1 0.001
O 0.042 -0.083 1.256 0.3 0.7 1.1 0.002
H -2.546 0.287 4.087 0.2 -0.2 -0.5 0.000
H -1.928 -0.993 2.993 0.1 0.7 0.0 0.000
H -2.563 0.559 2.314 0.4 -0.2 0.4 0.000
H 0.488 1.711 4.746 -0.3 0.0 0.0 0.000
H -0.581 2.766 3.782 0.0 -0.3 0.1 0.000
H -1.288 1.705 5.019 0.3 0.0 0.0 0.000
H 1.217 1.009 2.558 -0.1 -0.1 -0.1 0.000
```
Forces are in eV/Å.

Values from the calculation:
* ⟨S²⟩: 0.75
* energy relative to the best compared isomer or geometry (same formula, charge and spin): 7.1 kcal/mol
* net charge: +2
* E_tot: -6176.44109 a.u.
* F_max: 2.78 eV/A
* 2S+1: 2

[3]
A 7-piece molecular cluster, C28H47NO10S2 overall, computed with ωB97M-V/def2-TZVPD.

Structure (XYZ):
```
88
Properties=species:S:1:pos:R:3:forces:R:3:lowdin_charge:R:1
C 1.240 -0.438 1.374 -0.4 0.3 0.0 -0.066
C 1.213 0.660 0.315 -0.2 -0.1 0.5 -0.393
N 1.818 0.461 -0.779 -0.1 0.3 -0.3 0.139
C 0.450 1.981 0.638 -0.6 -0.9 -1.1 -0.098
C -1.043 1.672 0.435 0.6 0.2 0.3 -0.155
C -1.835 1.338 1.459 -1.3 -0.7 0.1 -0.462
S -1.316 1.215 3.160 -0.3 0.1 -0.2 0.859
C -3.297 1.007 1.111 1.4 -0.7 -0.9 -0.377
O -4.228 1.361 1.754 -0.9 0.1 0.9 0.140
C -3.448 0.200 -0.197 -0.4 0.2 1.4 -0.183
S -4.637 -1.165 -0.300 -0.7 -1.4 -1.5 0.661
C -4.033 -2.373 0.908 0.4 0.6 0.7 -0.130
O -5.997 -0.774 -0.035 0.7 0.4 0.9 -0.301
O -4.466 -1.755 -1.617 0.8 0.3 0.6 -0.333
C -2.683 0.542 -1.215 0.5 0.1 -0.2 0.070
C -1.682 1.693 -0.966 -0.3 -1.6 1.6 -0.294
O -1.449 2.517 -1.787 0.5 0.8 -0.9 0.136
H 1.962 -1.220 1.120 -0.3 0.5 -0.2 0.066
H 0.261 -0.935 1.531 0.3 0.5 -0.2 0.079
H 1.530 -0.016 2.350 -0.2 -0.1 -0.5 0.063
H 1.706 1.280 -1.385 0.2 -0.1 0.0 0.047
H 0.712 2.270 1.665 -0.4 0.2 -0.5 0.077
H 0.715 2.758 -0.105 0.2 -0.3 0.6 0.116
H -2.428 0.662 3.734 0.3 0.4 -0.7 -0.099
H -4.133 -1.952 1.928 -0.2 -0.1 -0.5 0.075
H -4.606 -3.312 0.843 0.0 0.6 -0.3 0.081
H -2.964 -2.595 0.753 -0.5 0.2 -0.3 0.050
H -2.740 0.002 -2.169 0.1 0.5 0.3 0.136
C 5.168 -0.404 2.609 -0.2 0.0 -0.3 -0.009
C 4.138 -1.084 3.475 -0.2 -0.1 0.0 -0.480
O 3.063 -1.417 3.028 0.7 -0.3 0.6 0.034
C 4.502 -1.332 4.918 -0.3 -0.1 0.0 -0.021
H 4.774 -0.290 1.600 0.0 0.0 0.1 0.085
H 5.397 0.585 3.010 0.2 -0.1 0.1 0.077
H 6.076 -1.008 2.565 0.1 0.1 0.1 0.086
H 4.702 -0.383 5.420 0.2 -0.1 0.0 0.085
H 5.380 -1.977 4.975 0.1 0.2 0.0 0.085
H 3.671 -1.825 5.420 0.0 0.0 0.0 0.082
C 3.167 5.589 0.681 -0.2 -0.1 0.0 -0.014
C 3.461 4.375 1.513 -0.3 -0.1 0.1 -0.480
O 2.600 3.556 1.760 0.3 0.1 0.1 0.052
C 4.869 4.213 2.028 -0.1 -0.3 0.1 -0.015
H 2.120 5.572 0.379 0.0 0.0 0.0 0.085
H 3.350 6.497 1.259 0.2 0.0 -0.1 0.090
H 3.791 5.579 -0.214 0.1 0.2 0.1 0.061
H 5.131 5.056 2.669 0.1 0.1 -0.2 0.086
H 5.566 4.151 1.190 0.0 0.2 0.0 0.090
H 4.938 3.295 2.610 0.0 0.0 0.0 0.068
C 3.463 7.346 -4.305 0.3 0.1 0.2 -0.021
C 3.371 6.144 -3.399 -0.1 -0.3 0.2 -0.488
O 4.065 6.039 -2.410 0.2 0.2 -0.1 0.043
C 2.382 5.070 -3.762 0.4 0.2 0.4 -0.031
H 4.215 8.034 -3.919 0.0 0.0 0.0 0.080
H 3.756 7.033 -5.309 -0.2 0.0 0.0 0.086
H 2.501 7.860 -4.340 0.0 -0.1 -0.2 0.085
H 2.622 4.653 -4.735 -0.1 0.1 0.0 0.066
H 1.372 5.481 -3.771 0.0 0.0 -0.3 0.089
H 2.432 4.275 -3.019 0.0 0.0 0.0 0.083
C -1.772 -6.882 0.420 -0.3 0.2 0.2 -0.013
C -1.234 -5.478 0.333 0.0 0.1 0.0 -0.486
O -1.803 -4.549 0.867 0.0 -0.1 0.0 0.048
C 0.041 -5.272 -0.444 0.0 0.4 0.1 -0.017
H -2.690 -6.882 1.006 0.0 0.0 0.0 0.070
H -1.995 -7.257 -0.580 0.2 -0.1 0.0 0.090
H -1.044 -7.530 0.909 0.0 -0.1 -0.2 0.090
H -0.103 -5.578 -1.482 0.1 -0.2 0.0 0.088
H 0.849 -5.851 0.007 0.0 -0.1 -0.1 0.087
H 0.311 -4.217 -0.424 0.0 0.0 0.0 0.081
C -0.457 3.263 -7.506 0.3 0.1 -0.1 -0.022
C -0.097 3.314 -6.042 0.0 0.0 0.0 -0.481
O 1.024 3.596 -5.678 -0.3 -0.3 -0.3 0.045
C -1.188 3.000 -5.050 0.3 0.1 0.1 -0.015
H 0.420 3.510 -8.103 0.0 0.0 0.0 0.081
H -0.792 2.260 -7.772 -0.2 0.1 0.0 0.086
H -1.244 3.988 -7.721 -0.1 -0.2 0.0 0.085
H -1.556 1.985 -5.211 -0.2 0.1 -0.1 0.090
H -2.004 3.716 -5.160 -0.1 -0.2 -0.1 0.092
H -0.794 3.071 -4.039 0.0 0.0 -0.1 0.056
C -6.612 -7.876 2.942 0.0 -0.2 -0.2 -0.025
C -5.140 -8.150 3.122 0.1 -0.1 -0.1 -0.510
O -4.527 -8.839 2.339 0.0 0.1 0.1 0.059
C -4.464 -7.529 4.319 0.3 -0.1 -0.1 -0.025
H -6.966 -8.381 2.045 0.0 0.0 0.0 0.082
H -7.169 -8.252 3.801 0.0 0.2 0.1 0.085
H -6.780 -6.803 2.830 -0.1 0.0 0.2 0.085
H -4.927 -7.891 5.238 -0.1 0.2 0.0 0.085
H -4.538 -6.441 4.267 -0.1 0.0 0.1 0.085
H -3.411 -7.808 4.324 -0.1 0.0 0.0 0.081
```
Forces are in eV/Å.

Values from the calculation:
* net charge: 0
* E_tot: -2698.53071 a.u.
* SMILES string: [H]/N=C(/C)CC1=C(S)C(=O)C(S(C)(=O)=O)=CC1=O.CC(C)=O.CC(C)=O.CC(C)=O.CC(C)=O.CC(C)=O.CC(C)=O
* F_max: 2.28 eV/A

What is the formula in the first record?
C28H47AsN2O4SSi3Sr

Which of these has the highest E_tot?
C28H47NO10S2

Among the records above, which one has the lowest F_max?
C28H47NO10S2